# 1
Molecular formula: C27H30BaCl2N7O2S
Method: DFT, wB97M-V/def2-TZVPD

As for the frontier orbital gap: 0.2843 Eh. Its multiplicity is 1. Its relative energy (zero: lowest compared OMol25 entry of this formula, charge and spin) is 0.00 kJ/mol. The total energy comes out at -79585.4229 eV. As for the charge: +1. The value obtained for the HOMO energy is -9.80 eV.

Last column: Löwdin charge in e.
Positions of all 70 atoms, in Å:
1 Ba -0.0303 0.2803 -0.0501  1.838
2 C 2.1344 1.8722 -2.7464  -0.204
3 C 1.2755 2.9885 -2.1612  -0.193
4 N 1.0179 2.8298 -0.7256  -0.172
5 C 2.1317 3.1553 0.1674  -0.149
6 C 3.1760 2.0592 0.2360  -0.269
7 C 4.5246 2.3845 0.2816  -0.009
8 C 5.4601 1.3645 0.3065  -0.028
9 C 5.0131 0.0547 0.2536  -0.013
10 C 3.6473 -0.1840 0.2209  -0.280
11 C 3.1360 -1.6097 0.1660  -0.150
12 N 1.9010 -1.7653 -0.6136  -0.167
13 C 2.1029 -1.8499 -2.0711  -0.202
14 C 2.5343 -0.5380 -2.7162  -0.206
15 N 1.5643 0.5392 -2.5120  -0.145
16 N 2.7430 0.7962 0.2359  0.064
17 H 3.1238 1.8967 -2.2867  0.108
18 H 2.2883 2.0699 -3.8139  0.129
19 H 0.3074 2.9991 -2.6696  0.124
20 H 1.7609 3.9487 -2.3785  0.124
21 H 0.2450 3.4348 -0.4667  0.109
22 H 1.7076 3.2979 1.1647  0.123
23 H 2.6282 4.0881 -0.1259  0.126
24 H 4.8246 3.4241 0.2813  0.121
25 H 6.5188 1.5855 0.3386  0.118
26 H 5.7058 -0.7763 0.2297  0.120
27 H 2.9183 -1.9297 1.1882  0.136
28 H 3.9364 -2.2572 -0.2112  0.125
29 H 1.4924 -2.6499 -0.3252  0.112
30 H 1.1483 -2.1557 -2.5042  0.085
31 H 2.8509 -2.6132 -2.3241  0.126
32 H 2.7304 -0.7297 -3.7784  0.130
33 H 3.4857 -0.2216 -2.2850  0.109
34 H 0.7891 0.3938 -3.1558  0.053
35 Cl -3.0733 2.0271 7.1609  0.670
36 C -2.3342 1.9061 5.5954  -0.674
37 C -2.0482 3.0805 4.8850  -0.112
38 C -1.4677 3.0083 3.6481  -0.578
39 Cl -1.1118 4.4624 2.7733  0.698
40 C -1.1355 1.7664 3.0182  -0.434
41 O -0.6165 1.7377 1.8544  -0.372
42 C -1.4365 0.5951 3.7817  -0.135
43 C -1.1343 -0.7356 3.3120  -0.213
44 O -0.6418 -1.0629 2.2334  -0.166
45 C -2.0272 0.6902 5.0575  -0.070
46 H -2.2857 4.0423 5.3193  0.111
47 H -1.3814 -1.5314 4.0370  0.129
48 H -2.2372 -0.2174 5.6112  0.115
49 C -1.0815 -3.5034 -3.9993  -0.023
50 N -1.7269 -3.3251 -2.7080  -0.120
51 C -2.1709 -4.3537 -1.8921  -0.030
52 C -2.7928 -3.7945 -0.8460  -0.031
53 N -2.7454 -2.4152 -1.0244  0.001
54 C -2.0728 -2.1194 -2.1876  -0.741
55 S -1.7700 -0.6146 -2.8854  0.596
56 C -3.5019 -1.5033 -0.2287  -0.284
57 C -4.7962 -1.8440 0.1333  0.015
58 C -5.5003 -0.9563 0.9321  -0.031
59 C -4.8983 0.2343 1.3033  -0.026
60 C -3.6125 0.4829 0.8569  -0.110
61 N -2.9096 -0.3773 0.1204  0.037
62 H -1.3399 -4.4879 -4.3805  0.099
63 H 0.0009 -3.4223 -3.9135  0.081
64 H -1.4396 -2.7359 -4.6796  0.073
65 H -1.9890 -5.3876 -2.1269  0.130
66 H -3.2517 -4.2387 0.0185  0.132
67 H -5.2403 -2.7652 -0.2169  0.120
68 H -6.5098 -1.1884 1.2436  0.119
69 H -5.4085 0.9606 1.9199  0.118
70 H -3.1052 1.4031 1.1245  0.110

Cartesian forces (eV/Å) of the 3 atoms listed first:
-0.3 -0.3 -0.2
0.0 -0.1 0.0
0.0 -0.1 0.0

# 2
Molecular formula: C7H13NO
Method: DFT, wB97M-V/def2-TZVPD

As for the frontier orbital gap: 0.3211 Eh. Its multiplicity is 1. Its relative energy (zero: lowest compared OMol25 entry of this formula, charge and spin) is 354.98 kJ/mol. Its SMILES is C=C/C=C/CNC=C.O. The total energy comes out at -11004.0739 eV. As for the charge: 0. The value obtained for the HOMO energy is -7.96 eV.

Last column: Löwdin charge in e.
Positions of all 22 atoms, in Å:
1 C -3.2362 -2.1675 -0.0195  0.005
2 C -2.5571 -1.4898 0.8936  -0.187
3 C -1.5012 -0.5649 0.4512  -0.155
4 C -0.2630 -0.5186 0.9373  -0.113
5 C 0.7421 0.4538 0.3693  -0.233
6 N 1.4808 1.2863 1.3105  -0.053
7 C 2.8652 1.3036 1.3087  -0.219
8 C 3.5351 1.1260 0.1582  -0.027
9 H -2.8460 -2.0845 -1.0327  0.061
10 H -3.9974 -2.9192 0.1527  0.054
11 H -2.6202 -1.4796 1.9616  0.095
12 H -1.7028 0.1698 -0.4206  0.130
13 H 0.0469 -1.2848 1.6532  0.117
14 H 0.0659 1.2009 -0.2296  0.132
15 H 1.3249 -0.1388 -0.3491  0.113
16 H 0.8808 1.6227 2.0407  0.122
17 H 3.3547 1.5672 2.2572  0.110
18 H 3.1585 1.0166 -0.8346  0.034
19 H 4.5736 1.1955 -0.0129  0.022
20 O -1.1220 0.7997 -3.6797  -0.055
21 H -1.6032 0.0439 -4.0130  0.035
22 H -0.5792 0.8617 -2.9026  0.010

Cartesian forces (eV/Å) of the 3 atoms listed first:
0.3 -0.6 0.0
0.6 0.6 -0.7
0.4 1.4 -1.4

# 3
Molecular formula: C6H12O
Method: DFT, wB97M-V/def2-TZVPD

As for the frontier orbital gap: 0.4009 Eh. Its multiplicity is 1. Its relative energy (zero: lowest compared OMol25 entry of this formula, charge and spin) is 163.22 kJ/mol. Its SMILES is CO[C@H](C)C1CC1. The total energy comes out at -8462.6623 eV. As for the charge: 0. The value obtained for the HOMO energy is -9.72 eV.

Last column: Löwdin charge in e.
Positions of all 19 atoms, in Å:
1 C 1.9520 -0.5932 0.5996  -0.108
2 O 0.8555 0.1186 1.1291  -0.174
3 C 0.0806 0.8607 0.1969  -0.381
4 C -0.6446 1.9430 0.9865  -0.043
5 C -0.9497 -0.0049 -0.5411  -0.241
6 C -0.5420 -0.9563 -1.6293  -0.119
7 C -0.9765 -1.4822 -0.2916  -0.105
8 H 2.8297 0.0558 0.4567  0.093
9 H 1.7272 -1.0790 -0.3587  0.068
10 H 2.2031 -1.3829 1.3175  0.096
11 H 0.7569 1.3361 -0.5338  0.149
12 H -1.2005 2.5991 0.3064  0.083
13 H 0.0595 2.5474 1.5650  0.081
14 H -1.3573 1.4780 1.6766  0.090
15 H -1.9142 0.4813 -0.6739  0.134
16 H 0.5071 -0.9782 -1.9094  0.087
17 H -1.2192 -1.0982 -2.4660  0.097
18 H -0.2338 -1.8566 0.4040  0.092
19 H -1.9339 -1.9884 -0.2347  0.101

Cartesian forces (eV/Å) of the 3 atoms listed first:
0.2 -0.2 -0.1
0.0 0.0 0.1
-0.1 0.1 -0.1

# 4
Molecular formula: C5H12N2
Method: DFT, wB97M-V/def2-TZVPD

As for the frontier orbital gap: 0.3815 Eh. Its multiplicity is 1. Its relative energy (zero: lowest compared OMol25 entry of this formula, charge and spin) is 348.23 kJ/mol. Its SMILES is C=C(CC)CNN. The total energy comes out at -8356.5270 eV. As for the charge: 0. The value obtained for the HOMO energy is -9.32 eV.

Last column: Löwdin charge in e.
Positions of all 19 atoms, in Å:
1 C 1.1045 0.2432 0.9826  0.024
2 C 0.3046 -0.0760 -0.0457  -0.296
3 C -0.9338 -0.9871 0.3530  -0.172
4 C -0.6070 -1.8412 1.6253  -0.105
5 C 0.4093 0.0970 -1.5607  -0.209
6 N 0.5974 1.5424 -1.8694  -0.107
7 N -0.5724 2.0872 -1.1683  -0.034
8 H 2.0420 0.6754 0.7141  0.057
9 H 0.9121 0.0048 1.9601  0.026
10 H -1.7577 -0.2479 0.5755  0.122
11 H -1.2018 -1.5873 -0.4607  0.068
12 H -1.1251 -1.5867 2.5958  0.089
13 H 0.4397 -1.6270 1.8960  0.042
14 H -0.7901 -2.8549 1.4662  0.036
15 H 1.3957 -0.4262 -1.7144  0.131
16 H -0.3671 -0.3681 -2.1200  0.094
17 H 1.4581 1.6950 -1.2250  0.114
18 H -0.5317 2.3183 -0.2400  0.020
19 H -0.7767 2.9390 -1.7643  0.098

Cartesian forces (eV/Å) of the 3 atoms listed first:
0.5 0.9 -4.3
-2.5 -2.7 1.5
0.8 2.5 2.5